Entry w
{"formula": "C6H15N", "method": "wB97M-V/def2-TZVPD", "elements": ["C", "C", "C", "H", "H", "H", "H", "H", "H", "C", "C", "N", "C", "H", "H", "H", "H", "H", "H", "H", "H", "H"], "coordinates": [[-0.57, 2.27, 0.68], [0.68, 1.86, 0.58], [1.86, 2.75, 0.51], [-1.35, 1.59, 0.98], [-0.83, 3.32, 0.68], [0.83, 0.78, 0.61], [2.46, 2.53, -0.41], [1.48, 3.78, 0.48], [2.56, 2.71, 1.41], [-1.26, -2.94, 0.71], [-1.21, -1.68, -0.22], [0.14, -1.30, -0.39], [0.38, -0.46, -1.58], [-2.25, -3.11, 1.16], [-0.62, -2.73, 1.56], [-0.85, -3.88, 0.19], [-1.76, -0.86, 0.26], [-1.77, -1.93, -1.12], [0.78, -2.09, -0.48], [1.39, 0.00, -1.50], [0.28, -0.98, -2.55], [-0.36, 0.36, -1.56]], "molar_mass_g_mol": 101.19, "smiles": "C=CC.CCNC", "gap_ev": 10.024, "multiplicity": 1}

---

Entry x
{"formula": "C6H15N", "method": "wB97M-V/def2-TZVPD", "elements": ["C", "C", "C", "N", "C", "C", "C", "H", "H", "H", "H", "H", "H", "H", "H", "H", "H", "H", "H", "H", "H", "H"], "coordinates": [[-2.43, 1.16, -1.68], [-1.92, -0.23, -1.93], [-0.55, -0.61, -1.19], [-0.13, -0.03, 0.08], [1.06, -0.77, 0.58], [2.14, 0.01, 1.35], [1.83, 0.37, 2.76], [-1.64, 1.86, -1.76], [-3.23, 1.25, -2.41], [-2.91, 1.40, -0.68], [-2.76, -1.01, -1.75], [-1.75, -0.49, -2.94], [0.38, -0.64, -1.95], [-0.73, -1.75, -0.93], [0.12, 0.94, -0.14], [1.55, -1.11, -0.28], [0.68, -1.62, 1.28], [3.10, -0.37, 1.39], [2.24, 1.00, 0.81], [1.55, -0.60, 3.27], [0.95, 1.04, 2.77], [2.58, 0.80, 3.41]], "molar_mass_g_mol": 101.19, "smiles": "CCCNCCC", "gap_ev": 9.965, "multiplicity": 1}

---

Quick one: least stable of them? entry x

---

Entry w
{"formula": "C8H13NO", "method": "wB97M-V/def2-TZVPD", "elements": ["C", "C", "C", "C", "C", "C", "H", "H", "H", "H", "H", "H", "H", "H", "H", "H", "C", "N", "C", "O", "H", "H", "H"], "coordinates": [[-2.27, -1.50, -1.26], [-1.08, -0.76, -0.90], [-0.23, -0.03, -0.49], [0.86, 0.90, -0.20], [0.38, 1.99, 0.84], [1.24, 1.35, -1.61], [-2.63, -2.10, -0.51], [-2.15, -2.25, -2.19], [-3.04, -0.86, -1.58], [1.64, 0.42, 0.53], [-0.36, 1.52, 1.40], [-0.10, 2.80, 0.34], [1.29, 2.28, 1.47], [1.98, 2.18, -1.68], [1.78, 0.57, -2.11], [0.32, 1.54, -2.18], [0.97, -1.41, 1.98], [1.10, -2.27, 0.86], [1.09, -2.30, -0.33], [1.23, -2.63, -1.46], [0.17, -0.81, 1.89], [0.74, -1.84, 2.98], [1.93, -0.88, 2.21]], "molar_mass_g_mol": 139.20, "smiles": "CC#CC(C)C.CN=C=O", "gap_ev": 10.234, "multiplicity": 1}

---

Entry x
{"formula": "C8H13NO", "method": "wB97M-V/def2-TZVPD", "elements": ["C", "C", "C", "N", "C", "C", "C", "C", "C", "O", "H", "H", "H", "H", "H", "H", "H", "H", "H", "H", "H", "H", "H"], "coordinates": [[3.68, 0.88, 0.13], [2.54, -0.07, 0.02], [2.46, -1.38, -0.26], [1.02, -1.55, -0.25], [0.35, -0.41, 0.06], [-1.10, -0.32, 0.06], [-1.47, 1.24, 0.56], [-1.78, -1.30, 0.98], [-1.56, -0.41, -1.36], [1.36, 0.54, 0.16], [3.76, 1.67, -0.67], [4.49, 0.18, -0.14], [3.82, 1.20, 1.13], [3.00, -2.22, -0.60], [-2.57, 1.35, 0.58], [-1.07, 1.40, 1.59], [-0.94, 2.00, -0.03], [-1.62, -2.37, 0.87], [-2.85, -1.05, 0.93], [-1.56, -0.96, 2.10], [-1.18, -1.52, -1.73], [-1.03, 0.32, -2.03], [-2.66, -0.27, -1.47]], "molar_mass_g_mol": 139.20, "smiles": "Cc1cnc(C(C)(C)C)o1", "gap_ev": 9.628, "multiplicity": 1}

---

Quick one: least stable of them? entry w

---

Entry w
{"formula": "C5H13N2", "method": "wB97M-V/def2-TZVPD", "elements": ["C", "C", "C", "C", "C", "N", "N", "H", "H", "H", "H", "H", "H", "H", "H", "H", "H", "H", "H", "H"], "coordinates": [[2.47, 1.00, -0.05], [1.25, 0.18, 0.36], [0.21, 0.27, -0.86], [-0.84, -0.72, -0.64], [-2.23, -0.20, -0.39], [-2.49, 0.59, 0.82], [1.50, -1.23, 0.58], [3.23, 1.36, 0.63], [2.08, 1.80, -0.67], [2.95, 0.34, -0.78], [0.62, 0.55, 1.18], [0.72, 0.14, -1.82], [-0.19, 1.28, -0.80], [-0.91, -1.63, -1.24], [-2.80, -1.10, -0.14], [-2.65, 1.58, 0.80], [-1.96, 0.29, 1.63], [2.01, -1.41, 1.43], [-2.74, 0.24, -1.24], [0.74, -1.84, 0.33]], "molar_mass_g_mol": 101.17, "gap_ev": 6.512, "multiplicity": 1, "total_charge": 1}

---

Entry x
{"formula": "C5H13N2", "method": "wB97M-V/def2-TZVPD", "elements": ["C", "C", "C", "N", "H", "H", "H", "H", "H", "H", "H", "H", "C", "C", "N", "H", "H", "H", "H", "H"], "coordinates": [[1.81, -1.29, -1.72], [1.66, -0.61, -0.37], [0.00, -1.51, 1.15], [1.16, -1.55, 0.65], [2.48, -2.15, -1.66], [0.84, -1.66, -2.06], [2.17, -0.57, -2.44], [2.62, -0.23, -0.01], [0.95, 0.22, -0.41], [-0.27, -2.27, 1.88], [-0.70, -0.74, 0.84], [1.76, -2.34, 0.86], [-1.32, 2.66, 0.70], [-2.12, 0.90, -0.58], [-1.41, 1.24, 0.40], [-1.70, 2.83, 1.71], [-1.89, 3.29, 0.01], [-0.27, 2.96, 0.71], [-2.20, -0.15, -0.84], [-2.70, 1.61, -1.18]], "molar_mass_g_mol": 101.17, "gap_ev": 9.064, "multiplicity": 1, "total_charge": 1}

---

Entry y
{"formula": "C5H13N2", "method": "wB97M-V/def2-TZVPD", "elements": ["C", "C", "C", "C", "C", "N", "N", "H", "H", "H", "H", "H", "H", "H", "H", "H", "H", "H", "H", "H"], "coordinates": [[-0.73, -0.96, 0.52], [-0.42, 0.48, 0.32], [0.81, 0.91, 0.21], [1.05, 2.40, -0.14], [2.06, 0.17, -0.02], [-1.67, -1.25, 1.43], [-1.41, -1.53, -1.21], [-0.01, -1.69, 0.48], [-1.22, 1.14, 0.07], [0.73, 2.53, -1.24], [1.94, 2.78, 0.25], [0.22, 2.95, 0.40], [1.90, -0.62, -0.68], [2.57, -0.28, 0.88], [2.99, 0.79, -0.40], [-1.62, -2.25, 1.61], [-2.37, -0.78, 1.79], [-2.38, -1.76, -1.13], [-0.96, -2.33, -1.46], [-1.49, -0.71, -1.70]], "molar_mass_g_mol": 101.17, "gap_ev": 10.559, "multiplicity": 1, "total_charge": 1}

---

Entry z
{"formula": "C5H13N2", "method": "wB97M-V/def2-TZVPD", "elements": ["C", "C", "C", "N", "C", "C", "N", "H", "H", "H", "H", "H", "H", "H", "H", "H", "H", "H", "H", "H"], "coordinates": [[-0.88, -0.44, -1.76], [-0.69, 0.33, -0.47], [-1.74, 0.75, 0.25], [-3.04, 0.73, -0.17], [0.71, 0.52, 0.02], [1.25, -0.70, 0.78], [2.70, -0.37, 1.21], [-1.55, 0.03, -2.49], [0.07, -0.61, -2.24], [-1.34, -1.41, -1.53], [-1.60, 1.16, 1.24], [-3.80, 1.14, 0.33], [-3.27, 0.15, -0.96], [0.75, 1.33, 0.76], [1.35, 0.67, -0.84], [0.71, -0.80, 1.73], [1.32, -1.65, 0.27], [2.66, 0.42, 1.84], [3.16, -1.17, 1.64], [3.23, -0.05, 0.40]], "molar_mass_g_mol": 101.17, "smiles": "C/C(=C\\N)CC[NH3+]", "gap_ev": 7.431, "multiplicity": 1, "total_charge": 1}

---

Quick one: least stable of them? entry w

---

Entry w
{"formula": "C5H13N2", "method": "wB97M-V/def2-TZVPD", "elements": ["C", "C", "C", "C", "N", "C", "N", "H", "H", "H", "H", "H", "H", "H", "H", "H", "H", "H", "H", "H"], "coordinates": [[1.70, 1.30, 1.79], [1.14, -0.11, 1.58], [1.05, -0.66, 0.15], [0.53, 0.39, -0.91], [-0.70, 0.13, -1.71], [-1.82, -0.29, -1.22], [-2.10, -0.96, -0.05], [2.76, 1.41, 1.65], [1.18, 2.06, 1.19], [1.45, 1.56, 2.81], [1.86, -0.80, 2.02], [0.17, -0.22, 2.09], [0.42, -1.55, 0.03], [2.03, -1.03, -0.23], [0.37, 1.32, -0.37], [1.28, 0.65, -1.63], [-0.89, 0.79, -2.48], [-2.76, -0.33, -1.73], [-1.55, -1.74, 0.27], [-2.83, -0.68, 0.59]], "molar_mass_g_mol": 101.17, "smiles": "CCCCNC=[NH2+]", "gap_ev": 10.491, "multiplicity": 1, "total_charge": 1}

---

Entry x
{"formula": "C5H13N2", "method": "wB97M-V/def2-TZVPD", "elements": ["C", "C", "C", "C", "C", "N", "N", "H", "H", "H", "H", "H", "H", "H", "H", "H", "H", "H", "H", "H"], "coordinates": [[-0.82, -1.16, -1.01], [-1.65, 0.13, -0.74], [-0.03, -0.86, 0.20], [2.27, 0.27, -0.84], [-0.58, 1.62, 1.02], [0.37, -1.84, 1.17], [-1.06, 0.24, 0.62], [-1.49, -2.07, -0.83], [-0.32, -1.18, -1.96], [-1.24, 0.90, -1.29], [-2.64, 0.11, -0.89], [1.69, 0.65, -1.67], [2.82, -0.71, -0.92], [2.42, 0.75, 0.11], [-1.28, 1.92, 1.74], [0.53, 1.56, 1.25], [-0.76, 2.16, 0.08], [0.97, -2.51, 0.68], [0.72, -1.28, 2.03], [-1.68, -0.13, 1.39]], "molar_mass_g_mol": 101.17, "gap_ev": [8.932, 8.282], "multiplicity": 1, "total_charge": 1}

---

Quick one: least stable of them? entry x

---

Entry w
{"formula": "C5H13N2", "method": "wB97M-V/def2-TZVPD", "elements": ["C", "C", "N", "C", "C", "C", "N", "H", "H", "H", "H", "H", "H", "H", "H", "H", "H", "H", "H", "H"], "coordinates": [[-1.11, -0.95, -1.71], [0.11, -1.01, -1.13], [1.27, -0.64, -1.76], [0.27, -1.04, 0.41], [0.39, 0.44, 0.96], [-0.52, 0.59, 2.19], [0.02, 1.47, -0.08], [-1.97, -1.13, -1.08], [-1.31, -0.96, -2.78], [2.19, -0.92, -1.44], [1.24, -0.44, -2.75], [1.02, -1.77, 0.73], [-0.69, -1.39, 0.80], [1.44, 0.70, 1.15], [-1.54, 0.39, 1.86], [-0.53, 1.64, 2.50], [-0.28, -0.04, 3.03], [-0.78, 1.14, -0.65], [-0.15, 2.39, 0.32], [0.91, 1.51, -0.58]], "molar_mass_g_mol": 101.17, "smiles": "C=C(N)C[C@H](C)[NH3+]", "gap_ev": 9.355, "multiplicity": 1, "total_charge": 1}

---

Entry x
{"formula": "C5H13N2", "method": "wB97M-V/def2-TZVPD", "elements": ["C", "C", "C", "C", "C", "N", "N", "H", "H", "H", "H", "H", "H", "H", "H", "H", "H", "H", "H", "H"], "coordinates": [[-2.19, -1.11, 0.36], [2.41, -0.25, 0.13], [-1.04, -0.13, 2.27], [-0.25, 1.01, -2.08], [1.68, 0.17, -1.01], [-1.29, -0.41, 0.89], [0.43, 0.36, -0.97], [-3.26, -1.30, 0.73], [-0.39, 0.01, 0.11], [-2.05, -1.32, -0.69], [2.27, 0.44, 0.89], [3.47, -0.27, -0.12], [2.15, -1.25, 0.58], [-1.73, -0.48, 3.03], [-0.94, 0.98, 2.30], [-0.05, -0.42, 2.60], [0.40, 1.51, -2.81], [-0.95, 1.77, -1.66], [-0.88, 0.29, -2.66], [2.23, 0.41, -1.91]], "molar_mass_g_mol": 101.17, "gap_ev": 10.899, "multiplicity": 1, "total_charge": 1}

---

Quick one: least stable of them? entry x